Record 1
Density functional theory data (ωB97M-V with the def2-TZVPD basis set) for a molecular structure, C15H11BF2N3Pt in a non-equilibrium geometry.

Results
- HOMO (spin up / spin down): -10.91 / -10.91 eV
- 2S+1: 1
- Charge: +1
- Energy above the lowest of the compared OMol25 structures with the same formula, charge and spin: 132.9 kJ/mol
- Gap between HOMO and LUMO (spin up / spin down): 6.8 / 6.8 eV

Atoms and positions in Å:
Pt (0.002, 0.320, -0.028)
C (-4.327, 0.124, -0.180)
C (-4.648, 0.129, 1.163)
C (-3.634, 0.031, 2.108)
C (-2.323, -0.052, 1.696)
N (-2.012, -0.012, 0.364)
C (-2.992, 0.066, -0.540)
C (-1.176, -0.181, 2.665)
C (-1.222, -0.207, 4.051)
C (-0.008, -0.235, 4.737)
C (1.209, -0.206, 4.058)
C (1.170, -0.180, 2.673)
N (-0.001, -0.217, 2.066)
C (2.322, -0.050, 1.710)
C (3.631, 0.031, 2.128)
C (4.649, 0.128, 1.187)
C (4.334, 0.123, -0.157)
C (3.000, 0.068, -0.523)
N (2.016, -0.009, 0.377)
H (-5.089, 0.176, -0.944)
H (-5.679, 0.201, 1.482)
H (-3.874, 0.029, 3.162)
H (-2.681, 0.093, -1.574)
H (-2.156, -0.190, 4.595)
H (-0.012, -0.237, 5.819)
H (2.140, -0.188, 4.607)
H (3.866, 0.026, 3.183)
H (5.679, 0.199, 1.510)
H (5.099, 0.174, -0.918)
H (2.693, 0.095, -1.559)
F (1.140, 2.888, -0.773)
B (0.002, 2.196, -0.683)
F (-1.136, 2.885, -0.779)


Record 2
Density functional theory data (ωB97M-V with the def2-TZVPD basis set) for a single C15H11Br2Cl2N3S molecule in a non-equilibrium geometry.

Results
- Structure (SMILES): Cc1nnc(CCl)n1-c1sc(Br)cc1[C@@H](Br)c1ccccc1Cl
- HOMO: -9.31 eV
- 2S+1: 1
- Charge: 0
- Gap between HOMO and LUMO: 9.1 eV

Atoms and positions in Å:
Cl (2.721, 0.772, -0.784)
Cl (-1.441, 4.386, -1.958)
Br (-4.578, -0.384, 0.984)
Br (1.012, -1.161, 3.357)
N (1.598, 4.358, 1.483)
N (1.273, 4.533, 0.144)
S (-2.345, 1.972, 0.615)
C (0.975, 3.260, 1.880)
C (0.536, 3.548, -0.246)
C (-2.766, 0.298, 1.019)
C (-1.656, -0.468, 1.322)
C (-0.632, 1.626, 0.930)
C (-0.388, 0.303, 1.298)
C (2.211, -3.218, -1.427)
C (1.451, -3.623, -0.305)
C (2.496, -1.849, -1.578)
C (1.006, -2.683, 0.642)
C (2.146, -0.911, -0.591)
C (1.346, -1.308, 0.518)
N (0.294, 2.708, 0.845)
C (0.969, 2.806, 3.323)
C (0.005, 3.380, -1.664)
C (0.968, -0.316, 1.570)
H (-1.674, -1.533, 1.554)
H (2.499, -3.936, -2.175)
H (1.248, -4.676, -0.160)
H (3.033, -1.446, -2.437)
H (0.389, -3.030, 1.476)
H (0.960, 3.653, 4.015)
H (0.126, 2.185, 3.459)
H (1.917, 2.275, 3.513)
H (-0.281, 2.345, -1.889)
H (0.832, 3.676, -2.289)
H (1.742, 0.449, 1.549)


Record 3
Density functional theory data (ωB97M-V with the def2-TZVPD basis set) for a molecular structure, C15H11F6GaN5O4S9Se in a non-equilibrium geometry.

Results
- HOMO: -5.17 eV
- 2S+1: 1
- Charge: -1
- Energy above the lowest of the compared OMol25 structures with the same formula, charge and spin: 56.4 kJ/mol
- Gap between HOMO and LUMO: 7.1 eV

Atoms and positions in Å:
Ga (0.166, -1.556, -0.207)
S (1.162, -2.373, 1.762)
C (2.313, -2.975, 0.592)
S (1.991, -2.692, -1.104)
C (3.426, -3.656, 1.010)
C (4.416, -4.113, 0.121)
N (5.256, -4.517, -0.551)
C (3.652, -3.961, 2.364)
N (3.874, -4.258, 3.452)
C (3.124, 2.399, 2.476)
N (2.717, 2.920, 1.203)
C (2.237, 4.171, 0.936)
C (1.895, 4.201, -0.374)
N (2.167, 2.971, -0.901)
C (1.884, 2.552, -2.244)
C (2.662, 2.182, 0.075)
Se (3.179, 0.438, -0.082)
H (3.178, 3.206, 3.203)
H (4.098, 1.918, 2.380)
H (2.414, 1.636, 2.803)
H (2.188, 4.940, 1.680)
H (1.486, 4.999, -0.958)
H (2.000, 3.403, -2.913)
H (0.863, 2.169, -2.307)
H (2.572, 1.754, -2.523)
C (-0.721, 3.015, 2.566)
S (-1.158, 3.764, 0.966)
C (-2.252, 2.537, 0.354)
C (-1.890, 1.276, 0.022)
S (-0.222, 0.775, 0.085)
S (-3.193, 0.230, -0.521)
C (-4.457, 1.449, -0.481)
S (-5.991, 1.151, -0.954)
S (-3.933, 2.982, 0.133)
H (0.018, 3.669, 3.012)
H (-0.304, 2.028, 2.391)
H (-1.613, 2.957, 3.182)
F (-2.686, -5.491, 0.697)
C (-3.189, -4.268, 0.838)
F (-4.434, -4.284, 0.374)
F (-3.248, -3.987, 2.136)
S (-2.114, -3.037, -0.094)
O (-0.864, -3.688, -0.348)
O (-1.986, -1.876, 0.749)
N (-2.946, -2.780, -1.387)
S (-1.952, -2.334, -2.525)
O (-1.384, -3.384, -3.280)
O (-1.051, -1.312, -2.015)
C (-3.118, -1.442, -3.713)
F (-2.693, -1.588, -4.968)
F (-4.330, -1.977, -3.634)
F (-3.210, -0.138, -3.475)


Record 4
Density functional theory data (ωB97M-V with the def2-TZVPD basis set) for a molecular structure, C15H11FeNO4 in a non-equilibrium geometry.

Results
- Expectation value of S²: 6.101
- HOMO (spin up / spin down): -5.44 / -9.56 eV
- 2S+1: 5
- Charge: 0
- Gap between HOMO and LUMO (spin up / spin down): 5.7 / 6.7 eV

Atoms and positions in Å:
O (3.181, 3.981, -0.072)
C (2.255, 3.301, -0.228)
Fe (0.976, 2.131, -0.197)
C (2.234, 0.937, -0.283)
O (3.113, 0.180, -0.149)
C (1.154, 2.035, 1.580)
O (1.177, 1.914, 2.742)
C (-0.550, 0.642, -0.713)
C (-1.504, 1.421, -0.060)
C (-1.525, 2.787, -0.044)
C (-0.527, 3.589, -0.623)
C (0.098, 3.352, -1.856)
C (0.195, 2.163, -2.536)
C (0.111, 0.943, -1.903)
H (-0.482, -0.397, -0.357)
H (-2.224, 0.892, 0.570)
H (-2.290, 3.263, 0.579)
H (-0.390, 4.592, -0.190)
H (0.502, 4.235, -2.354)
H (0.547, 2.183, -3.575)
H (0.528, 0.081, -2.428)
O (-1.534, -1.719, 0.936)
C (-1.070, -2.879, 1.035)
C (-1.719, -4.037, 0.453)
C (-1.132, -5.288, 0.524)
N (0.032, -5.499, 1.159)
C (0.657, -4.476, 1.762)
C (0.164, -3.184, 1.733)
H (-2.657, -3.902, -0.066)
H (-1.615, -6.157, 0.059)
H (1.593, -4.705, 2.288)
H (0.701, -2.379, 2.216)